Record 1
Formula: C4H10N2
Source: the Open Molecules 2025 dataset
Level of theory: wB97M-V/def2-TZVPD

2S+1: 1
Highest occupied orbital energy (alpha / beta): -18.0 / -18.0 eV
HOMO-LUMO gap (alpha / beta): 8.09 / 8.06 eV
Net charge: +2
Strongest force on any atom: 4.6 eV Å⁻¹

XYZ file:
```
16
C4H10N2 (wB97M-V/def2-TZVPD)
C 0.6671 0.4840 -0.7054
C -2.1746 -0.1518 0.9715
C 1.1535 -0.7175 -0.9055
C 2.1895 0.2385 -0.6518
N -3.3019 -0.3495 0.1401
N 2.8789 0.0807 0.7097
H -2.5095 0.3889 1.9215
H -0.0630 1.1934 -0.3712
H 0.9279 -1.7587 -1.2353
H 2.9050 0.4786 -1.5503
H -3.2260 0.2426 -0.6947
H -4.2091 -0.4619 0.6079
H -3.0745 -1.3502 -0.3495
H 2.1698 -0.5922 1.2057
H 3.0767 1.0193 1.2025
H 3.7399 -0.5054 0.5286
```

Record 2
Formula: C4H10N2O
Source: the Open Molecules 2025 dataset
Level of theory: wB97M-V/def2-TZVPD

SMILES: [H]/N=C(\OC)[C@H](C)N
2S+1: 1
Highest occupied orbital energy: -8.8 eV
HOMO-LUMO gap: 8.94 eV
Strongest force on any atom: 3.3 eV Å⁻¹

XYZ file:
```
17
C4H10N2O (wB97M-V/def2-TZVPD)
H 2.2745 -0.5296 0.7661
N 1.6591 0.2788 0.8832
C 0.5295 0.2929 0.3933
O -0.7774 -0.5735 1.1651
C -0.3915 -1.4714 2.1694
C -0.2131 0.5125 -0.8432
C 0.6321 0.5685 -2.1021
N -1.1239 1.6593 -0.7204
H 0.5853 -1.9633 2.0413
H -0.2707 -0.9554 3.1419
H -1.0939 -2.2992 2.3279
H -0.8798 -0.4462 -0.5776
H -0.0159 0.5983 -2.9827
H 1.2484 1.4723 -2.1252
H 1.2930 -0.2978 -2.1788
H -1.7869 1.6244 -1.4903
H -1.6689 1.5294 0.1322
```

Record 3
Formula: C4H10N2O
Source: the Open Molecules 2025 dataset
Level of theory: wB97M-V/def2-TZVPD

SMILES: C=N[C@H](C)[C@@H](N)O
2S+1: 1
Highest occupied orbital energy: -8.5 eV
HOMO-LUMO gap: 9.53 eV
Strongest force on any atom: 5.7 eV Å⁻¹

XYZ file:
```
17
C4H10N2O (wB97M-V/def2-TZVPD)
C 2.3932 -0.2503 -0.7494
N 1.2674 0.1409 -1.1980
C -0.0991 -0.3606 -0.3352
C -1.1922 -0.2665 -1.3819
C -0.0954 0.6255 0.7966
N -1.4578 0.2119 1.4106
O 0.8513 0.3379 1.7709
H 3.3292 0.0479 -1.2538
H 2.5325 -0.7816 0.2117
H 0.1075 -1.3870 -0.0232
H -0.8277 -0.6596 -2.3352
H -1.4911 0.7709 -1.5586
H -2.0675 -0.8504 -1.0850
H -0.0978 1.6714 0.4913
H -1.4806 -0.7324 1.7853
H -2.2737 0.5837 0.9312
H 0.6017 0.8982 2.5227
```

Record 4
Formula: C4H10N2O
Source: the Open Molecules 2025 dataset
Level of theory: wB97M-V/def2-TZVPD

SMILES: NCNCCC=O
2S+1: 1
Highest occupied orbital energy: -8.6 eV
HOMO-LUMO gap: 9.41 eV
Strongest force on any atom: 1.8 eV Å⁻¹

XYZ file:
```
17
C4H10N2O (wB97M-V/def2-TZVPD)
N -2.0029 -0.7595 -1.6085
C -1.5709 0.5117 -0.9829
N -0.2659 0.5159 -0.4161
C -0.1171 -0.2084 0.8405
C 1.2237 0.1507 1.5647
C 2.3852 -0.2248 0.7316
O 2.5539 0.1196 -0.4117
H -2.2907 -0.5940 -2.5682
H -1.1597 -1.3091 -1.7570
H -1.5548 1.3233 -1.7326
H -2.3683 0.8157 -0.3046
H 0.5024 0.6867 -1.0311
H -0.1225 -1.2987 0.7240
H -0.9054 0.1483 1.4822
H 1.2831 -0.2877 2.5623
H 1.1852 1.2320 1.7041
H 3.2246 -0.8216 1.2032
```

Record 5
Formula: C4H10N2O
Source: the Open Molecules 2025 dataset
Level of theory: wB97M-V/def2-TZVPD

SMILES: [H]/N=N\[H].C/C=C(/C)O
2S+1: 1
Highest occupied orbital energy: -7.4 eV
HOMO-LUMO gap: 8.04 eV
Strongest force on any atom: 4.1 eV Å⁻¹

XYZ file:
```
17
C4H10N2O (wB97M-V/def2-TZVPD)
H 2.1192 -1.5835 1.8461
N 2.2569 -1.1350 0.9224
N 1.3378 -1.2165 0.0415
H 0.4100 -1.8560 0.0885
C 1.0347 1.7646 -0.2974
C 0.2084 0.6325 -0.6413
C -0.7450 -0.0004 0.0901
C -1.8715 -0.7064 -0.6406
O -0.7487 0.1658 1.4124
H 1.6103 2.0599 -1.0934
H 0.7470 2.6860 0.1414
H 1.6847 1.3132 0.4512
H 0.1438 0.3892 -1.7364
H -2.1859 0.1459 -1.2372
H -1.6599 -1.6555 -1.1904
H -2.8239 -0.8575 -0.0299
H -1.5180 -0.1463 1.8728
```

Record 6
Formula: C4H10N2O
Source: the Open Molecules 2025 dataset
Level of theory: wB97M-V/def2-TZVPD

SMILES: NC[C@@H](N)CC=O
2S+1: 1
Highest occupied orbital energy: -9.5 eV
HOMO-LUMO gap: 10.43 eV
Strongest force on any atom: 0.7 eV Å⁻¹

XYZ file:
```
17
C4H10N2O (wB97M-V/def2-TZVPD)
N 2.1414 1.4401 -0.1694
C 1.4537 0.1875 0.0935
C -0.0673 0.2323 0.0346
N -0.4915 0.7151 -1.2820
C -0.6504 -1.1232 0.4186
C -2.0920 -1.0345 0.8835
O -2.5657 -1.7450 1.7212
H 1.9538 1.7604 -1.1145
H 1.7617 2.1742 0.4211
H 1.7615 -0.1828 1.0800
H 1.7986 -0.5836 -0.5919
H -0.3902 0.9642 0.7832
H -1.3693 0.3042 -1.5618
H 0.2065 0.5146 -1.9837
H -0.0921 -1.5447 1.2603
H -0.6567 -1.8512 -0.4031
H -2.7019 -0.2275 0.4106
```

Record 7
Formula: C4H10N2O
Source: the Open Molecules 2025 dataset
Level of theory: wB97M-V/def2-TZVPD

SMILES: NCCCC(N)=O
2S+1: 1
Highest occupied orbital energy: -9.0 eV
HOMO-LUMO gap: 9.82 eV
Strongest force on any atom: 1.9 eV Å⁻¹

XYZ file:
```
17
C4H10N2O (wB97M-V/def2-TZVPD)
N 1.2530 -0.0806 -1.8160
C -0.1578 -0.2412 -1.4949
C -0.7312 0.7850 -0.5261
C -0.0518 0.9089 0.8451
C 0.3950 -0.4655 1.3382
N -0.6063 -1.3049 1.7538
O 1.5256 -0.8893 1.2123
H 1.4739 0.7952 -2.2771
H 1.8243 -0.0615 -0.9777
H -0.2288 -1.2335 -1.0322
H -0.7105 -0.2601 -2.4263
H -1.8104 0.6624 -0.3879
H -0.6327 1.7727 -0.9884
H -0.6654 1.2379 1.6783
H 0.8462 1.5076 0.8531
H -0.3159 -2.2247 2.0331
H -1.4073 -0.9084 2.2126
```

Record 8
Formula: C4H10N2O
Source: the Open Molecules 2025 dataset
Level of theory: wB97M-V/def2-TZVPD

SMILES: C=C(CO)N(C)N
2S+1: 1
Highest occupied orbital energy: -8.3 eV
HOMO-LUMO gap: 9.09 eV
Strongest force on any atom: 2.4 eV Å⁻¹

XYZ file:
```
17
C4H10N2O (wB97M-V/def2-TZVPD)
C -1.4392 -1.2685 0.5430
C -0.5876 -0.3473 0.1125
C -1.0470 0.9491 -0.5212
O -0.7726 2.0961 0.2465
N 0.8154 -0.5698 0.2614
C 1.5489 -0.8063 -0.9604
N 1.4938 0.3732 1.0834
H -1.0829 -2.2042 0.9349
H -2.5050 -1.1474 0.4429
H -0.5437 1.1023 -1.4824
H -2.1694 0.9061 -0.6280
H -1.4373 1.9272 0.9766
H 1.7288 0.1107 -1.5282
H 2.5059 -1.2329 -0.6714
H 1.0169 -1.5290 -1.5822
H 1.3578 1.3298 0.7492
H 1.1173 0.3107 2.0234
```

Record 9
Formula: C4H10N2O
Source: the Open Molecules 2025 dataset
Level of theory: wB97M-V/def2-TZVPD

SMILES: C[C@@H](N)CC(N)=O
2S+1: 1
Highest occupied orbital energy: -9.3 eV
HOMO-LUMO gap: 10.08 eV
Strongest force on any atom: 1.2 eV Å⁻¹

XYZ file:
```
17
C4H10N2O (wB97M-V/def2-TZVPD)
C -1.1551 0.2746 1.5521
C -1.1626 -0.3832 0.1853
N -2.4387 -0.2906 -0.5257
C -0.0614 0.1799 -0.7562
C 1.3490 0.1220 -0.2154
N 2.2283 -0.5815 -0.9835
O 1.7055 0.7032 0.7905
H -1.1779 1.3563 1.4708
H -1.9950 -0.0831 2.1538
H -0.2434 0.0054 2.0788
H -0.8597 -1.4374 0.2803
H -2.3672 0.3381 -1.3100
H -3.1729 -0.0640 0.1259
H -0.3129 1.2127 -1.0045
H -0.0945 -0.4290 -1.6593
H 3.2139 -0.4209 -0.8282
H 2.0006 -0.7453 -1.9505
```

Record 10
Formula: C4H10N2O
Source: the Open Molecules 2025 dataset
Level of theory: wB97M-V/def2-TZVPD

2S+1: 1
Highest occupied orbital energy (alpha / beta): -9.0 / -9.0 eV
HOMO-LUMO gap (alpha / beta): 8.65 / 8.65 eV
Strongest force on any atom: 2.8 eV Å⁻¹

XYZ file:
```
17
C4H10N2O (wB97M-V/def2-TZVPD)
C 0.7725 -0.0009 0.4674
C -1.6927 0.6834 -0.3060
N 0.6805 -0.9001 -0.5879
C -0.8524 -0.2573 0.4991
N 1.1847 1.3160 0.2137
C -1.3260 -1.1558 1.3631
O 2.1994 -0.3958 -1.7576
H 2.6554 -1.2395 -1.8631
H 0.5652 -0.4034 -1.4946
H 1.1862 -0.4345 1.3802
H 1.8736 1.6589 0.8680
H 1.5332 1.3901 -0.7452
H -1.7903 0.3312 -1.3337
H -2.6895 0.7619 0.1271
H -1.2479 1.6780 -0.3300
H -2.3781 -1.1886 1.6159
H -0.6739 -1.8436 1.8837
```

> Which formula does entry 7 have?

C4H10N2O